[1]
Below is a 2-piece molecular cluster, C29H61ClN2O4P overall in a non-equilibrium geometry, with properties calculated with ωB97M-V/def2-TZVPD.

Atoms and positions in Å:
Cl (-4.856, 0.271, 0.082)
P (0.470, 0.089, 3.561)
O (0.264, -0.613, 4.831)
O (1.457, -0.613, 2.543)
O (1.161, 1.528, 3.705)
O (-0.605, -2.634, -4.544)
N (-0.983, 0.177, 1.228)
N (-2.837, 1.913, -0.242)
C (-2.698, 5.451, -0.832)
C (1.244, -2.569, -1.614)
C (-3.399, 4.149, -1.218)
C (-0.397, 1.358, 0.577)
C (6.056, 2.884, 2.820)
C (3.442, -1.354, -1.005)
C (5.047, 1.716, 2.755)
C (-2.787, -1.565, 1.362)
C (0.825, 1.053, -0.303)
C (-3.715, 3.139, -0.080)
C (-3.235, 0.769, 0.629)
C (0.159, -2.336, -0.558)
C (-1.373, 2.279, -0.208)
C (-1.921, -0.748, -0.875)
C (4.328, 0.296, 0.738)
C (-1.982, -4.017, 1.685)
C (5.430, 0.587, 1.768)
C (-2.592, -4.850, 2.835)
C (-1.231, -2.085, -1.162)
C (4.374, -1.138, 0.202)
C (-2.144, 6.176, -2.072)
C (2.629, -2.655, -0.948)
C (-1.107, 0.392, 2.673)
C (-1.784, -2.525, 2.039)
C (0.596, -4.558, -5.251)
C (0.095, -3.143, -5.390)
C (0.509, -2.393, -6.631)
C (-2.176, -0.366, 0.594)
C (-3.634, 3.705, 1.327)
H (-1.130, -2.132, -2.248)
H (-1.747, 5.456, -2.786)
H (-3.403, -2.128, 0.667)
H (2.782, -0.496, -1.143)
H (5.557, -0.324, 2.354)
H (-4.742, 2.824, -0.233)
H (-3.672, -4.923, 2.704)
H (5.659, 3.747, 2.286)
H (-1.874, 5.293, -0.137)
H (-1.910, -2.901, -0.913)
H (1.687, -4.570, -5.250)
H (2.483, -2.908, 0.107)
H (7.015, 2.619, 2.385)
H (-3.035, 1.589, -1.190)
H (-1.341, 0.029, -1.378)
H (6.367, 0.832, 1.275)
H (-1.047, 2.312, -1.245)
H (-1.792, -0.305, 3.144)
H (-4.214, 4.622, 1.375)
H (-2.883, -0.787, -1.391)
H (-2.662, -4.104, 0.840)
H (1.047, -3.547, -2.055)
H (3.374, 0.416, 1.257)
H (0.563, 0.804, -1.329)
H (3.208, -3.479, -1.365)
H (-1.922, -2.447, 3.119)
H (4.399, 1.005, -0.088)
H (-3.384, 1.116, 1.646)
H (4.081, 2.135, 2.472)
H (0.245, -5.163, -6.089)
H (4.075, -1.395, -1.894)
H (0.086, -1.392, -6.613)
H (0.108, -3.249, 0.037)
H (1.601, -1.527, 2.807)
H (4.902, 1.298, 3.750)
H (-1.274, 3.295, 0.157)
H (1.218, -1.797, -2.382)
H (-1.023, -4.453, 1.415)
H (-3.450, -1.169, 2.132)
H (-2.416, -4.398, 3.807)
H (0.007, 1.971, 1.382)
H (-3.413, 6.113, -0.345)
H (-2.821, 3.649, -1.999)
H (5.401, -1.367, -0.087)
H (-2.213, -5.868, 2.809)
H (-1.320, 6.824, -1.785)
H (0.154, -2.917, -7.520)
H (4.110, -1.814, 1.016)
H (1.597, -2.326, -6.682)
H (0.230, -4.987, -4.321)
H (-2.620, 3.878, 1.678)
H (-4.106, 3.021, 2.035)
H (0.487, -1.556, 0.128)
H (-4.349, 4.408, -1.682)
H (-2.902, 6.789, -2.552)
H (1.436, 1.959, -0.349)
H (0.735, 1.980, 4.441)
H (6.198, 3.212, 3.847)
H (-1.457, 1.397, 2.939)
H (-0.755, -2.220, 1.862)
H (1.440, 0.289, 0.156)

The calculation puts the molar mass at 568.2 g/mol. The LUMO energy is -2.222 eV. The spin multiplicity is 1. As for the charge: +1. The highest occupied orbital energy is -0.428 Eh. The value obtained for the frontier orbital gap is 0.347 hartree.

[2]
Below is C29H62BBrN5O9P2 as an isolated structure in a non-equilibrium geometry, with properties calculated with ωB97M-V/def2-TZVPD.

Atoms and positions in Å:
Br (3.965, 6.564, -2.168)
P (0.884, 3.028, 0.846)
P (0.979, -0.581, -2.388)
O (-0.070, -1.180, -1.373)
O (-1.583, -4.075, 0.686)
O (3.615, 1.569, -3.817)
O (-1.311, -3.637, 3.905)
O (1.037, -1.656, -3.545)
O (0.033, 2.104, -0.102)
O (0.755, 0.821, -2.788)
O (1.669, 1.928, 1.678)
O (5.278, 0.826, -2.327)
N (3.712, 3.818, -1.841)
N (3.154, 1.638, -1.349)
N (0.200, 4.169, 1.573)
N (2.314, 4.976, -0.573)
N (2.101, 3.595, -0.303)
C (-2.238, -6.118, 1.672)
C (-3.828, 2.501, -0.305)
C (5.990, -0.596, -0.455)
C (-2.998, 4.940, -0.292)
C (1.903, -1.400, -4.689)
C (-0.807, -4.508, 4.920)
C (2.592, 0.527, -0.555)
C (2.121, -2.706, -5.410)
C (-2.503, 0.557, 0.618)
C (-2.719, -4.931, 0.848)
C (-0.536, -4.481, 1.570)
C (-1.800, 5.851, -0.032)
C (-2.227, -0.999, -2.594)
C (-2.407, -0.621, 1.599)
C (-1.284, -1.866, -1.770)
C (-1.163, -5.470, 2.544)
C (1.588, 6.134, -0.020)
C (-1.030, -0.749, 2.248)
C (5.968, 0.792, -1.074)
C (-0.731, 5.714, -1.111)
C (0.482, 6.624, -0.945)
C (3.289, 5.000, -1.471)
C (2.490, -0.740, -1.390)
C (-2.402, -4.259, 3.224)
C (-3.826, 1.318, 0.662)
C (-2.660, 3.468, -0.077)
C (-1.833, -5.623, 5.069)
C (2.979, 2.926, -1.137)
C (-2.385, -5.723, 3.647)
B (4.064, 1.362, -2.553)
H (-1.670, 1.238, 0.817)
H (0.262, -4.953, 0.986)
H (-1.041, -1.465, 3.069)
H (-1.623, -4.940, 3.381)
H (-1.394, -6.550, 5.434)
H (-1.982, 0.055, -2.463)
H (5.184, -0.768, 0.257)
H (5.544, 1.545, -0.403)
H (-0.661, -3.931, 5.834)
H (-1.700, -6.295, 3.016)
H (1.408, -0.655, -5.310)
H (-1.794, -6.877, 1.025)
H (-3.148, -0.478, 2.391)
H (-1.181, 5.948, -2.080)
H (-0.417, 4.665, -1.171)
H (-2.269, -4.119, 2.150)
H (-2.118, 6.896, 0.022)
H (3.398, -1.000, -1.935)
H (-0.439, -6.178, 2.945)
H (1.252, 5.876, 0.974)
H (6.943, -0.780, 0.038)
H (2.441, 2.279, 2.143)
H (3.210, 0.392, 0.332)
H (-2.193, -1.232, -3.657)
H (-0.284, -1.098, 1.529)
H (-4.772, 3.048, -0.253)
H (2.291, -1.577, -0.719)
H (-2.623, -5.324, 5.760)
H (-3.813, 5.233, 0.375)
H (-4.625, 0.625, 0.382)
H (2.338, 6.918, 0.079)
H (-3.509, -4.381, 1.370)
H (-4.031, 1.662, 1.682)
H (-3.250, -1.142, -2.248)
H (-3.088, -5.212, -0.139)
H (-3.350, 5.082, -1.320)
H (-1.847, 3.207, -0.761)
H (-2.357, 0.188, -0.404)
H (-3.041, -6.583, 2.242)
H (-3.753, 2.078, -1.312)
H (0.282, 4.166, 2.582)
H (-3.369, -6.186, 3.590)
H (2.522, -2.523, -6.406)
H (6.985, 1.106, -1.302)
H (2.821, -3.345, -4.871)
H (0.078, 2.245, -1.061)
H (-3.336, -3.772, 3.522)
H (0.185, 7.609, -0.575)
H (-2.250, 3.339, 0.930)
H (0.164, -4.903, 4.602)
H (1.177, -3.244, -5.495)
H (1.581, 0.748, -0.248)
H (-2.643, -1.552, 1.079)
H (2.846, -0.982, -4.329)
H (-0.130, -3.595, 2.060)
H (-1.010, -2.781, -2.294)
H (0.926, 6.779, -1.932)
H (5.902, -1.339, -1.249)
H (-1.739, -2.171, -0.833)
H (3.938, 2.371, -4.237)
H (-0.697, 0.222, 2.628)
H (-1.349, 5.580, 0.926)

The calculation puts the molar mass at 777.5 g/mol. The LUMO energy is -2.425 eV. The spin multiplicity is 1. As for the charge: +1. The highest occupied orbital energy is -0.261 Eh. The value obtained for the frontier orbital gap is 0.172 hartree.